DFT (the ωB97M-V functional and the def2-TZVPD basis) results for a molecular structure, C10H9BrF5N3O6TeTi.

```
! RIJCOSX wB97M-V def2-TZVPD def2/J DEFGRID3
* xyz -2 1
Ti -0.478 0.827 -0.101
N 2.470 0.749 -2.454
C 2.945 0.028 -1.280
C 2.730 0.643 0.099
O 3.714 0.711 0.855
N 1.515 1.144 0.440
C 1.565 1.933 1.674
C 0.277 2.740 1.805
O 0.217 3.791 2.402
O -0.756 2.146 1.218
H 1.531 0.490 -2.743
H 2.479 1.747 -2.297
H 4.030 -0.075 -1.323
H 2.512 -0.974 -1.297
H 2.420 2.606 1.686
H 1.666 1.289 2.555
Br -0.763 0.309 3.855
C -1.068 -1.096 2.627
C -1.670 -2.236 3.171
C -1.895 -3.289 2.337
C -1.588 -3.134 0.992
C -1.032 -1.965 0.541
N -0.674 -0.969 1.376
C -0.841 -1.689 -0.955
O -1.442 -2.316 -1.785
O 0.033 -0.708 -1.162
H -1.942 -2.251 4.215
H -2.322 -4.212 2.712
H -1.791 -3.902 0.257
F -0.098 0.141 -3.981
Te -1.630 0.775 -2.890
F -2.293 0.446 -0.116
F -3.153 1.895 -2.426
F -2.821 0.304 -4.416
F -1.319 2.248 -4.017
O -0.525 1.854 -1.576
*
```

Calculated values
- Kohn-Sham gap (Ha) = 0.2472
- ΔE to the lowest compared entry with this formula, charge and spin (eV) = 1.808
- molecular weight (u) = 617.56